# 1
The molecule C8H17IN2S at a distorted geometry, computed with ωB97M-V/def2-TZVPD.

lowest unoccupied orbital energy: 0.02083 Eh
HOMO-LUMO gap: 8.95 eV
largest force on an atom: 4.465 eV/Å
ΔE to the lowest compared entry with this formula, charge and spin: 210.4 kJ/mol
HOMO energy: -8.382 eV

Each line ends with the Mulliken charge.
Geometry (Å):
C -2.181889 1.674180 -0.267588  -1.194
C -1.330023 1.253476 -1.462239  0.145
C 0.026157 1.582506 -1.823018  -0.739
C -0.265267 0.209289 -1.392484  -0.104
C -0.674048 0.689313 2.559600  -1.491
C 1.592275 -2.702570 -1.385320  -0.747
C 0.508847 0.936560 1.697528  -0.228
C 1.002939 -0.181090 0.858344  -1.100
N 0.474771 -2.948417 0.872694  -0.693
N 0.157577 -0.568351 -0.263858  0.263
S 0.030996 -2.352840 -0.491323  0.319
I 3.048941 0.469324 0.077309  -0.061
H -2.724649 2.551089 -0.487717  0.404
H -2.863260 0.765082 -0.247753  0.255
H -1.715703 1.677153 0.693040  0.102
H -1.989144 0.947256 -2.316337  0.326
H 0.342824 1.711186 -2.913473  0.217
H 0.627115 2.310650 -1.253152  0.219
H -0.160122 -0.420034 -2.325672  0.307
H -0.762989 1.685510 3.042299  0.327
H -0.338263 0.092276 3.382770  0.483
H -1.509665 0.225373 2.013392  0.354
H 2.499272 -2.082972 -1.228843  0.123
H 2.076107 -3.710314 -1.054747  0.346
H 1.633787 -2.831836 -2.480126  0.369
H 0.369899 1.786239 0.912380  0.207
H 1.316290 1.320489 2.344554  0.483
H 1.130562 -1.088457 1.423532  0.876
H -0.323331 -3.000073 1.516203  0.232

Force components x, y, z for each atom (eV/Å):
-0.096 -3.024 -1.092
-2.722 -1.219 -0.859
3.234 2.680 -1.516
1.000 -2.047 -1.148
0.195 0.668 0.363
2.828 -2.196 -0.480
1.220 2.720 -2.120
-0.565 -0.671 -2.298
-0.478 -0.479 0.532
0.534 -0.084 1.711
1.552 1.016 -0.117
-0.278 -0.202 0.328
-0.658 1.004 -0.031
0.126 1.343 0.404
0.451 0.486 0.213
0.424 0.912 0.702
-0.713 -0.264 1.510
-0.531 -0.613 0.161
-0.603 0.364 1.194
-1.277 -0.542 -0.374
-0.120 -0.920 0.434
0.045 0.547 0.655
-1.193 0.568 0.573
-1.641 1.413 -0.043
-1.191 0.374 0.251
-0.137 -1.003 1.643
-0.114 -0.334 -0.356
0.624 -0.398 0.172
0.088 -0.099 -0.410

# 2
A structure of composition C31H48KN3O5, computed with ωB97M-V/def2-TZVPD.

lowest unoccupied orbital energy: 0.00156 Eh
HOMO-LUMO gap: 7.20 eV
largest force on an atom: 0.475 eV/Å
ΔE to the lowest compared entry with this formula, charge and spin: 0.0 kJ/mol
HOMO energy: -7.157 eV

Each line ends with the Mulliken charge.
Geometry (Å):
K 0.564361 0.104670 -0.221427  1.033
C -1.533683 -2.294070 -1.875218  -0.687
C -2.980158 -1.841862 -1.778525  -0.658
O -3.157164 -0.493523 -1.388292  -0.170
C -3.361000 0.444458 -2.427939  -0.712
C -2.073910 0.983164 -3.037702  -0.695
O -1.110897 1.383567 -2.091796  -0.256
C -1.302133 2.625324 -1.435210  -0.708
C -2.082981 2.512615 -0.142059  -0.573
O -1.406117 1.614056 0.713756  0.227
C -2.220692 1.139521 1.767204  -0.856
C -1.421972 0.158381 2.595776  -0.639
O -0.913746 -0.933341 1.843274  0.190
C -1.882453 -1.884146 1.431171  -0.381
C -1.200770 -2.814629 0.454161  -0.878
O -0.769596 -2.107048 -0.698323  -0.230
H -0.999707 -1.745876 -2.651530  0.300
H -1.531496 -3.354921 -2.160920  0.369
H -3.512101 -2.449255 -1.041656  0.362
H -3.458081 -2.033277 -2.747372  0.503
H -3.944734 1.255316 -1.991709  0.331
H -3.971521 0.009731 -3.229662  0.459
H -2.325001 1.812018 -3.713508  0.400
H -1.583884 0.217288 -3.640234  0.366
H -1.788484 3.347631 -2.101450  0.496
H -0.302463 3.005599 -1.211028  0.175
H -3.100666 2.152780 -0.319069  0.244
H -2.150683 3.506018 0.321120  0.404
H -3.120358 0.676007 1.345451  0.389
H -2.536887 1.965036 2.418057  0.424
H -2.045752 -0.202744 3.422988  0.417
H -0.548451 0.660679 3.014777  0.056
H -2.726916 -1.388986 0.943141  0.195
H -2.252180 -2.443919 2.300087  0.350
H -1.870832 -3.639114 0.189108  0.534
H -0.309117 -3.239951 0.920428  0.300
C 2.208719 4.474004 5.156108  -1.721
C 2.171113 3.986763 3.730775  0.441
C 1.903865 4.861619 2.693940  -0.844
C 1.911133 4.409169 1.369163  0.694
C 1.638990 5.359843 0.234486  -1.921
C 2.166035 3.079026 1.115388  -0.684
C 2.406062 2.154701 2.158090  0.205
C 2.423048 2.637944 3.464281  -0.519
N 2.550279 0.827512 1.764381  1.341
C 3.079671 -0.286509 2.551657  1.231
C 2.244575 -0.621440 3.799113  -0.798
C 2.815309 -1.865644 4.494413  0.366
C 4.272317 -1.606411 4.892131  -1.443
C 5.104495 -1.312276 3.640274  0.462
C 5.027612 -2.502668 2.677043  -1.538
C 3.567646 -2.759078 2.291591  0.481
C 2.755785 -3.070286 3.552074  -1.458
C 2.979392 -1.513699 1.627476  -0.920
C 4.547435 -0.066956 2.944962  -1.458
H 2.028243 5.547444 5.208240  0.380
H 3.179641 4.276509 5.614923  0.347
H 1.454787 3.974536 5.768206  0.335
H 1.712143 5.907931 2.907381  0.337
H 2.221066 6.277589 0.333806  0.473
H 0.586002 5.653537 0.206690  0.314
H 1.889557 4.906042 -0.724745  0.351
H 2.216174 2.709067 0.094431  0.741
H 2.659145 1.986207 4.292099  0.481
H 1.212067 -0.803312 3.482388  -0.546
H 2.224556 0.200688 4.513597  0.601
H 2.223707 -2.070190 5.391320  0.410
H 4.677279 -2.478056 5.416297  0.533
H 4.328297 -0.760385 5.585118  0.517
H 6.145517 -1.137172 3.924435  0.249
H 5.451093 -3.396049 3.147424  0.561
H 5.620089 -2.295586 1.780979  0.522
H 3.511040 -3.597155 1.592361  0.402
H 3.153795 -3.959164 4.052019  0.572
H 1.714977 -3.283563 3.284744  0.289
H 1.912187 -1.687252 1.430822  -0.430
H 3.470301 -1.305006 0.672508  0.504
H 5.118842 0.153016 2.037424  0.478
H 4.626333 0.807845 3.598531  0.407
N 3.203916 0.589906 -1.129210  0.431
C 4.460566 0.727757 -1.577447  -0.614
C 4.694695 -0.149476 -2.633903  -0.881
C 3.469206 -0.799806 -2.785914  -0.446
N 2.587489 -0.364077 -1.879636  -1.035
H 2.882446 0.777540 0.788821  -0.490
H 5.125312 1.443523 -1.113248  0.445
H 5.599494 -0.282659 -3.204063  0.391
H 3.186863 -1.563317 -3.496803  0.373

Force components x, y, z for each atom (eV/Å):
0.366 0.121 -0.277
0.130 -0.032 0.012
-0.073 -0.007 -0.039
-0.015 0.024 -0.008
-0.035 -0.034 0.001
0.040 0.020 -0.017
0.124 0.047 0.138
-0.016 -0.009 -0.100
0.029 -0.026 0.039
-0.178 0.116 0.092
0.043 0.048 -0.045
0.023 -0.103 -0.003
-0.081 0.026 0.062
0.024 0.122 0.054
-0.009 -0.020 -0.044
-0.201 -0.146 -0.006
0.005 0.025 0.023
-0.021 -0.006 0.008
0.016 0.001 0.024
0.000 0.015 -0.006
0.013 0.013 0.011
0.011 -0.015 -0.009
-0.024 0.010 0.022
-0.007 -0.026 0.018
-0.035 -0.009 0.011
0.008 -0.014 0.008
-0.013 -0.012 -0.006
-0.001 0.001 0.002
-0.025 -0.006 0.006
-0.004 0.004 0.003
0.005 0.007 0.009
0.012 0.005 -0.028
-0.003 -0.005 0.005
-0.001 -0.032 -0.007
0.007 0.002 -0.008
0.007 0.001 0.010
0.003 0.026 0.016
0.018 -0.017 0.042
-0.002 0.016 -0.035
0.003 -0.031 0.046
0.007 0.046 -0.051
-0.004 -0.128 0.068
-0.068 0.043 -0.114
0.028 0.011 -0.015
-0.036 0.022 0.040
0.001 0.016 0.019
-0.028 0.001 -0.027
0.002 -0.001 0.005
0.015 -0.007 0.011
-0.016 -0.008 -0.016
0.013 0.010 0.001
-0.020 0.052 0.064
0.010 -0.002 -0.008
0.023 -0.015 0.011
0.003 0.003 -0.010
-0.011 -0.007 0.002
0.003 -0.017 -0.020
-0.005 -0.008 -0.017
0.001 -0.004 -0.008
0.011 -0.017 0.024
-0.002 -0.022 0.018
-0.009 -0.001 0.005
0.000 0.047 -0.001
-0.006 0.058 -0.003
0.003 -0.019 0.012
0.019 -0.032 -0.011
-0.007 -0.008 0.004
-0.012 -0.007 -0.010
-0.008 0.009 -0.009
0.006 0.004 -0.003
-0.006 0.004 0.008
-0.011 0.008 0.001
0.004 -0.012 -0.001
-0.001 0.004 0.006
-0.001 0.002 -0.005
0.082 -0.019 -0.083
0.006 -0.005 0.014
0.003 -0.006 0.007
0.010 -0.022 -0.007
-0.152 -0.023 -0.029
-0.042 -0.088 0.050
-0.011 0.094 -0.042
0.024 -0.028 0.126
0.042 0.027 -0.047
-0.038 -0.037 0.058
0.028 -0.019 -0.026
-0.008 0.010 -0.009
0.016 -0.008 -0.004

# 3
A cluster of 2 separate species, H6N5O in total at a distorted geometry, computed with ωB97M-V/def2-TZVPD.

lowest unoccupied orbital energy (alpha / beta): 0.18561 / 0.18623 Eh
HOMO-LUMO gap (alpha / beta): 6.86 / 6.47 eV
largest force on an atom: 1.265 eV/Å
total charge: -1
ΔE to the lowest compared entry with this formula, charge and spin: 107.8 kJ/mol
HOMO energy (alpha / beta): -1.806 / -1.406 eV

Each line ends with the Mulliken charge.
Geometry (Å):
N -1.740106 -0.748733 0.493669  -0.528
N -0.992407 1.238264 -0.343826  -0.703
N 1.848820 -1.083029 -0.324006  -0.601
N -0.837918 -0.155929 -0.406452  -0.242
N 1.070229 -0.217950 0.595511  0.152
O 1.388277 0.987999 0.547931  -0.684
H -1.192850 -1.335780 1.170752  0.227
H -2.277885 -0.015630 0.993930  0.271
H -0.645465 1.590820 -1.210138  0.300
H -0.354565 1.706464 0.321807  0.298
H 1.178858 -1.425981 -1.020802  0.264
H 2.555011 -0.540511 -0.818371  0.246

Force components x, y, z for each atom (eV/Å):
-0.339 -0.486 1.118
-0.907 -0.152 -0.114
-0.360 0.024 -0.093
1.088 0.553 -0.265
-0.853 -0.404 0.001
0.963 -0.056 0.039
-0.514 0.975 -0.510
0.650 -0.553 -0.157
0.035 0.107 -0.775
0.333 -0.672 0.436
0.113 0.214 0.289
-0.209 0.452 0.030

# 4
A cluster of 2 separate species, C5H9O3S in total at a distorted geometry, computed with ωB97M-V/def2-TZVPD.

lowest unoccupied orbital energy: 0.13555 Eh
HOMO-LUMO gap: 7.42 eV
largest force on an atom: 4.757 eV/Å
total charge: -1
ΔE to the lowest compared entry with this formula, charge and spin: 31.0 kJ/mol
HOMO energy: -3.728 eV

Each line ends with the Mulliken charge.
Geometry (Å):
C -1.597674 -0.537646 -0.928994  0.274
C -0.126557 0.428988 1.577142  -1.422
C 2.152260 -0.237373 0.531446  -1.132
C 0.501114 -0.507947 0.593785  0.696
C -0.066350 -0.539124 -0.794591  0.386
O -1.988095 -0.670830 -2.183700  -0.571
O -2.387025 -0.560295 0.008244  -0.660
O 0.485294 -0.915589 -1.866604  -0.821
S -0.622461 1.945743 -1.150956  -0.528
H -1.190670 0.538923 1.608655  0.347
H 0.312642 0.396917 2.518791  0.481
H 0.160641 1.530649 1.287331  0.233
H 2.062031 0.685771 -0.101303  0.288
H 2.551161 -1.052826 -0.115377  0.248
H 2.346352 -0.295470 1.591373  0.430
H 0.307856 -1.546596 0.976382  0.256
H -1.002425 -0.856124 -2.620740  0.453
H -1.898092 2.192827 -0.930885  0.044

Force components x, y, z for each atom (eV/Å):
-1.007 -0.070 1.237
0.617 4.000 -1.714
-4.224 -0.979 -1.957
1.934 -1.166 -0.132
-1.280 -0.016 -1.703
2.688 -0.968 -1.314
0.444 -0.087 -0.537
0.304 0.365 1.701
1.129 0.411 -0.576
-0.520 -0.742 0.024
0.624 -0.883 2.010
-0.349 -1.938 0.130
1.142 -0.298 1.307
0.104 0.615 0.824
1.074 0.660 -0.057
0.284 0.483 -0.392
-2.341 0.694 0.911
-0.624 -0.078 0.238